1:
{
  "formula": "C5H15N3",
  "method": "ωB97M-V/def2-TZVPD",
  "orbital_gap_ev": 9.013,
  "elements": ["C", "C", "N", "H", "H", "H", "H", "H", "C", "N", "H", "H", "H", "C", "N", "C", "H", "H", "H", "H", "H", "H", "H"],
  "positions_angstrom": [[0.71960, 0.40877, -2.50058], [1.27563, 0.19759, -1.31465], [1.68615, 1.18151, -0.43526], [0.51241, -0.39997, -3.17799], [0.47556, 1.40126, -2.84006], [1.51942, -0.80461, -0.98721], [1.27951, 2.08552, -0.64171], [1.53653, 0.92787, 0.53152], [1.50738, -2.10673, 1.29496], [1.11209, -1.30657, 2.17038], [0.75660, -2.64913, 0.73453], [2.54831, -2.32705, 1.04061], [1.85071, -0.82159, 2.68175], [-1.91886, -0.61007, -0.23808], [-1.02248, 0.22841, 0.52689], [-1.55224, 1.55671, 0.74083], [-2.02975, -0.18206, -1.23569], [-2.91964, -0.70739, 0.21227], [-1.48152, -1.60079, -0.33575], [-0.80441, -0.21614, 1.41331], [-0.85440, 2.13026, 1.35004], [-1.66047, 2.04861, -0.22794], [-2.53615, 1.56561, 1.23782]]
}

***

2:
{
  "formula": "C5H15N3",
  "method": "ωB97M-V/def2-TZVPD",
  "orbital_gap_ev": 9.342,
  "elements": ["C", "C", "C", "N", "C", "H", "H", "H", "H", "H", "H", "H", "H", "H", "C", "N", "N", "H", "H", "H", "H", "H", "H"],
  "positions_angstrom": [[-2.92846, 0.05333, 0.07328], [-1.75139, 0.76246, 0.71081], [-0.68673, 1.22773, -0.22011], [0.47912, 1.54574, 0.21838], [1.52798, 1.81986, -0.71474], [-3.79905, 0.06853, 0.73015], [-3.24803, 0.51857, -0.85803], [-2.67472, -0.98810, -0.13636], [-1.90358, 1.96650, 0.76722], [-1.38409, 0.35346, 1.65185], [-0.84488, 0.97238, -1.27959], [1.27368, 1.57279, -1.75415], [2.39283, 1.22461, -0.42200], [1.80736, 2.87255, -0.63525], [1.39040, -1.95072, -0.81978], [0.87042, -1.16624, 0.27589], [1.75977, -1.08096, 1.37080], [2.36128, -1.53656, -1.10241], [1.52792, -3.01271, -0.57980], [0.70755, -1.86461, -1.66228], [-0.10520, -1.39894, 0.51896], [1.57768, -1.79402, 2.07788], [1.65016, -0.16564, 1.78928]]
}

***

Which is most stable? The ranking, best first, is 1, 2.

***

1:
{
  "formula": "C5H15N3",
  "method": "ωB97M-V/def2-TZVPD",
  "orbital_gap_ev": [6.779, 6.682],
  "elements": ["C", "C", "C", "C", "C", "N", "N", "N", "H", "H", "H", "H", "H", "H", "H", "H", "H", "H", "H", "H", "H", "H", "H"],
  "positions_angstrom": [[0.16255, 1.07939, -0.03946], [-1.51608, -0.83672, -0.37947], [0.59110, -0.05376, -0.71504], [2.43161, 1.48132, -0.40674], [1.34453, -1.23359, -0.17899], [-0.16042, 1.18190, 1.27328], [-2.56651, 0.08521, -0.66789], [-1.53325, -1.34583, 0.98566], [-0.15115, 1.91060, -0.66091], [-1.47820, -1.61700, -1.14392], [0.54301, 0.03145, -1.79047], [-0.34264, 0.30312, 1.75632], [-0.58378, 2.04236, 1.58073], [-2.56770, 0.86020, -0.01343], [-3.49880, -0.33213, -0.63968], [-2.47630, -1.57848, 1.30408], [-0.96215, -2.17787, 1.08516], [2.35767, -1.23902, -0.58236], [2.80577, 1.23563, 0.58323], [3.02219, 1.05089, -1.21146], [2.29636, 2.55206, -0.54258], [0.88968, -2.17091, -0.50537], [1.39248, -1.22878, 0.90930]]
}

***

2:
{
  "formula": "C5H15N3",
  "method": "ωB97M-V/def2-TZVPD",
  "orbital_gap_ev": 9.304,
  "elements": ["C", "C", "N", "C", "N", "C", "C", "N", "H", "H", "H", "H", "H", "H", "H", "H", "H", "H", "H", "H", "H", "H", "H"],
  "positions_angstrom": [[1.77583, -1.50608, 1.87136], [1.54411, -0.02732, 1.46137], [0.37935, 0.48696, 2.15118], [1.60704, 0.07995, -0.09134], [0.39235, 0.71883, -0.62272], [-0.48838, -0.03401, -1.48752], [-1.91807, 0.55609, -1.33631], [-3.03327, -0.17104, -1.84671], [0.86553, -2.09313, 1.75632], [2.58952, -1.80338, 1.19207], [2.21968, -1.52781, 2.87486], [2.39463, 0.62654, 1.74375], [0.19462, 1.47008, 2.00748], [-0.48762, 0.02912, 1.90205], [1.72640, -0.90053, -0.56729], [2.52637, 0.50316, -0.54016], [0.50701, 1.71288, -0.71375], [-0.51157, -1.04932, -1.07316], [-0.16730, 0.10635, -2.51975], [-1.93411, 1.51365, -1.87784], [-2.00332, 0.74488, -0.23143], [-3.23000, -1.10422, -1.54149], [-3.71726, 0.36588, -2.33633]]
}

***

3:
{
  "formula": "C5H15N3",
  "method": "ωB97M-V/def2-TZVPD",
  "orbital_gap_ev": 10.110,
  "elements": ["C", "C", "C", "N", "H", "H", "H", "H", "H", "H", "H", "C", "N", "C", "N", "H", "H", "H", "H", "H", "H", "H", "H"],
  "positions_angstrom": [[-2.23946, -0.22071, -1.24728], [-1.31629, -0.76555, -2.03344], [-0.22205, -1.64381, -1.51693], [0.22282, -2.55550, -2.59397], [-2.89720, 0.57380, -1.56808], [-2.29914, -0.50306, -0.20031], [-1.33176, -0.51111, -3.08622], [0.61443, -1.03803, -1.15215], [-0.55150, -2.24165, -0.67087], [0.99808, -3.10590, -2.25281], [0.62084, -1.97685, -3.32338], [0.36545, -0.05006, 2.33966], [1.26774, 1.12541, 2.30470], [0.78000, 2.21581, 1.47272], [0.92469, 1.99486, 0.04043], [0.93571, -0.76303, 2.93522], [-0.59779, 0.11662, 2.83266], [0.22003, -0.43228, 1.33408], [1.35576, 1.43510, 3.26666], [1.25855, 3.15906, 1.73753], [-0.29819, 2.35523, 1.67366], [1.86436, 1.62292, -0.10014], [0.32495, 1.20873, -0.19175]]
}

***

Which is most stable? The ranking, best first, is 2, 3, 1.

***

1:
{
  "formula": "C5H15N3",
  "method": "ωB97M-V/def2-TZVPD",
  "orbital_gap_ev": 9.514,
  "elements": ["C", "N", "C", "N", "H", "H", "H", "H", "H", "H", "C", "C", "N", "C", "H", "H", "H", "H", "H", "H", "H", "H", "H"],
  "positions_angstrom": [[-0.88668, -2.78072, 0.24947], [-1.41417, -1.47584, 0.63982], [-0.99259, -1.01676, 1.73960], [0.02495, -1.52739, 2.52287], [0.16766, -2.70084, -0.04752], [-1.45724, -3.14068, -0.59730], [-0.93520, -3.49724, 1.07156], [-1.44725, -0.13215, 2.18375], [0.37033, -0.91268, 3.23858], [0.70978, -2.12347, 2.08977], [-0.66036, 0.73579, -2.30750], [0.07354, 0.94738, -0.99925], [0.90343, 2.16488, -1.08714], [1.75426, 2.31660, 0.07537], [-1.39962, -0.06133, -2.21665], [0.01975, 0.44051, -3.10508], [-1.17685, 1.64926, -2.60042], [0.74558, 0.12199, -0.76497], [-0.65762, 1.04063, -0.19123], [0.24034, 2.93443, -1.09080], [2.40328, 3.18685, -0.02793], [1.21804, 2.39076, 1.03009], [2.39666, 1.44002, 0.19493]]
}

***

2:
{
  "formula": "C5H15N3",
  "method": "ωB97M-V/def2-TZVPD",
  "orbital_gap_ev": 9.713,
  "elements": ["N", "C", "N", "N", "H", "H", "H", "H", "H", "C", "C", "C", "C", "H", "H", "H", "H", "H", "H", "H", "H", "H", "H"],
  "positions_angstrom": [[2.49096, -0.02460, -0.82184], [1.80689, -0.45382, -1.81679], [1.54537, -1.77741, -2.09032], [1.37649, 0.44709, -2.77201], [2.81908, -0.83610, -0.30157], [1.59413, -2.40926, -1.31818], [0.84111, -2.01871, -2.76735], [0.57538, 0.19320, -3.32121], [1.34273, 1.37981, -2.39706], [-1.70882, 0.82266, 2.44701], [-1.33702, 0.22469, 1.08532], [-0.93429, 1.29957, 0.08835], [-0.26391, -0.85324, 1.29290], [-1.93584, 0.03021, 3.16067], [-0.89763, 1.43540, 2.84147], [-2.61737, 1.42306, 2.35257], [-2.23182, -0.27610, 0.69455], [-0.81060, 0.91454, -0.92209], [0.00878, 1.74484, 0.41726], [-1.68777, 2.08780, 0.07635], [-0.61715, -1.58344, 2.02047], [-0.00698, -1.37390, 0.36906], [0.64828, -0.39628, 1.68245]]
}

***

Which is most stable? The ranking, best first, is 2, 1.

***

1:
{
  "formula": "C6H11NS",
  "method": "ωB97M-V/def2-TZVPD",
  "orbital_gap_ev": 8.622,
  "elements": ["C", "C", "C", "C", "C", "C", "H", "H", "H", "H", "H", "H", "H", "H", "H", "H", "H", "N", "S"],
  "positions_angstrom": [[1.06444, 1.18402, -1.72907], [0.69225, 0.02467, -0.88972], [0.99367, 0.03394, 0.70029], [0.32881, -1.30178, 1.34479], [-0.91465, -1.20513, 0.44722], [-0.80315, 0.12491, -0.22415], [2.14500, 1.15636, -2.04020], [1.08214, 2.24213, -1.16864], [0.59172, 1.47800, -2.66508], [0.77846, -0.90031, -1.43378], [2.03332, 0.37681, 1.17594], [0.76011, -2.29367, 1.10922], [0.24374, -0.88196, 2.46769], [-0.79298, -1.92836, -0.32276], [-3.25448, 0.23143, 1.14402], [-1.77659, 0.47273, -0.72028], [-0.21059, 1.90644, 0.74857], [-0.28025, 0.81673, 0.88688], [-2.68095, -1.53695, 1.16906]]
}

***

2:
{
  "formula": "C6H11NS",
  "method": "ωB97M-V/def2-TZVPD",
  "orbital_gap_ev": 8.425,
  "elements": ["C", "C", "C", "S", "C", "H", "H", "H", "H", "H", "H", "H", "H", "C", "C", "N", "H", "H", "H"],
  "positions_angstrom": [[0.51651, -1.82850, 0.25202], [-0.65067, -0.88266, 0.36200], [-1.23761, -0.36608, -0.68224], [-2.70569, 0.56360, -0.82432], [-2.93152, 1.39523, 0.81640], [0.25080, -2.89143, 0.08048], [1.14363, -1.84815, 1.12715], [1.05447, -1.40229, -0.64807], [-0.96271, -0.60952, 1.39728], [-0.92702, -0.63225, -1.65204], [-2.54641, 2.33295, 0.62262], [-2.50117, 0.85612, 1.63809], [-4.03228, 1.31974, 0.93691], [1.61542, 2.26236, 0.74778], [1.45846, 1.49145, -0.38320], [1.21225, 0.70998, -1.19495], [1.84273, 1.73483, 1.66703], [0.54642, 2.66625, 0.80348], [2.45657, 3.00981, 0.63231]]
}

***

Which is most stable? The ranking, best first, is 2, 1.